Entry 1:
{"formula": "C3H7NO2", "method": "wB97M-V/def2-TZVPD", "elements": ["O", "C", "C", "C", "O", "N", "H", "H", "H", "H", "H", "H", "H"], "coordinates": [[1.5539, -1.5031, 0.5556], [1.4311, -0.4865, -0.0681], [0.0884, 0.1228, -0.4418], [-0.8559, 0.0193, 0.7551], [-2.2176, 0.1701, 0.3145], [0.1933, 1.4954, -0.9093], [2.3354, 0.0526, -0.4232], [-0.3298, -0.5551, -1.1920], [-0.6565, 0.8362, 1.4374], [-0.7311, -0.9256, 1.2747], [-2.6395, -0.6940, 0.3610], [0.2341, 1.6021, -1.9135], [0.9808, 1.9664, -0.4849]], "smiles": "N[C@@H](C=O)CO", "energy_ev": -8808.6754, "lumo_ha": 0.0289, "charge": 0, "de_lowest_kcal_mol": 42.74, "largest_force_ha_per_bohr": 0.01829}

Entry 2:
{"formula": "NO2P", "method": "wB97M-V/def2-TZVPD", "elements": ["N", "O", "O", "P"], "coordinates": [[0.1459, -1.0734, -0.0805], [-0.2825, 1.3615, -0.2006], [-0.9380, -0.8434, 0.1148], [1.0747, 0.5552, 0.1663]], "smiles": "O=NP=O", "energy_ev": -14869.7184, "lumo_ha": [-0.0718, -0.0704], "charge": 0, "de_lowest_kcal_mol": 19.68, "largest_force_ha_per_bohr": 0.12343}

Entry 3:
{"formula": "H10O5", "method": "wB97M-V/def2-TZVPD", "elements": ["H", "H", "H", "H", "H", "H", "H", "H", "H", "H", "O", "O", "O", "O", "O"], "coordinates": [[1.0771, -1.8423, 0.4067], [2.5774, -1.9526, 1.0033], [-0.5871, -1.2669, -1.2728], [-0.5348, -2.7765, -0.9735], [-2.6709, 0.0247, -1.3787], [-1.3705, 0.9032, -1.1509], [-0.1784, 2.0268, 0.4546], [-0.3547, 2.9632, -0.8807], [1.2784, 0.3835, 1.4240], [0.7156, 1.1601, 2.6050], [1.6799, -1.3428, 1.0688], [-0.0036, -2.0256, -1.0412], [-1.7254, 0.1828, -1.6982], [-0.8015, 2.3171, -0.2203], [0.8984, 1.2453, 1.6541]], "smiles": "O.O.O.O.O", "energy_ev": -10400.1962, "lumo_ha": 0.0272, "charge": 0, "de_lowest_kcal_mol": 15.07, "largest_force_ha_per_bohr": 0.09261}

Entry 4:
{"formula": "C20H37F4N12O22S4Zr2", "method": "wB97M-V/def2-TZVPD", "elements": ["Zr", "Zr", "O", "C", "C", "O", "H", "H", "H", "H", "C", "C", "N", "C", "C", "N", "C", "C", "H", "H", "H", "H", "H", "H", "H", "H", "H", "H", "H", "C", "C", "N", "C", "C", "N", "C", "C", "H", "H", "H", "H", "H", "H", "H", "H", "H", "H", "H", "C", "C", "N", "C", "C", "N", "C", "C", "H", "H", "H", "H", "H", "H", "H", "H", "H", "H", "H", "N", "S", "O", "O", "F", "S", "O", "O", "F", "N", "S", "O", "O", "F", "S", "O", "O", "F", "N", "O", "O", "O", "N", "O", "O", "O", "N", "O", "O", "O", "N", "O", "O", "O"], "coordinates": [[-1.2726, 0.0425, -4.4665], [0.0905, -4.7224, -1.2665], [0.1752, -2.6735, -0.8066], [0.2574, -1.3161, -0.5325], [-0.6659, -0.2484, -1.0849], [-0.6893, -0.0744, -2.4816], [1.2810, -1.0058, -0.7873], [0.2091, -1.2111, 0.5638], [-0.4535, 0.7484, -0.6766], [-1.7231, -0.3212, -0.7921], [-4.7789, 0.2388, -0.3653], [-4.4085, -1.2071, -0.1027], [-4.4439, -1.6365, 1.2885], [-5.5926, -1.7003, 2.0350], [-5.2649, -2.1297, 3.2830], [-3.9127, -2.4031, 3.2443], [-3.4464, -2.1019, 2.0442], [-3.1762, -2.9259, 4.3951], [-4.0350, 0.9620, -0.0210], [-5.7392, 0.5898, 0.0073], [-4.8052, 0.2909, -1.4567], [-3.4328, -1.4168, -0.5397], [-5.0952, -1.8135, -0.6974], [-6.5482, -1.3227, 1.7116], [-5.8764, -2.2163, 4.1635], [-2.4454, -2.2401, 1.6692], [-2.1041, -2.9686, 4.1967], [-3.4101, -3.9743, 4.5710], [-3.3509, -2.2804, 5.2493], [2.6817, 7.1871, 1.5796], [1.7546, 6.4837, 0.6017], [1.0173, 5.3504, 1.1881], [1.4348, 4.5194, 2.2004], [0.4541, 3.6185, 2.4286], [-0.5830, 3.9307, 1.5792], [-0.2096, 4.9751, 0.8316], [-1.8646, 3.2282, 1.4633], [2.1543, 7.4091, 2.5133], [2.9364, 8.1780, 1.2118], [3.5514, 6.5828, 1.8231], [2.3778, 6.1002, -0.2114], [1.0416, 7.1366, 0.1031], [2.3885, 4.7404, 2.6471], [0.4228, 2.7300, 3.0342], [-0.8083, 5.4487, 0.0704], [-2.6693, 3.9033, 1.7486], [-1.7792, 2.3930, 2.1535], [-2.0753, 2.8950, 0.4487], [2.6678, 2.3376, -0.3882], [3.9632, 1.7798, 0.1570], [3.7611, 0.9749, 1.3638], [3.8060, 1.4382, 2.6608], [3.4738, 0.4208, 3.4983], [3.1036, -0.6271, 2.6734], [3.2835, -0.2639, 1.4095], [2.7637, -2.0072, 3.0421], [1.8275, 1.6399, -0.4284], [2.7163, 2.6798, -1.4259], [2.3134, 3.2375, 0.1182], [4.7204, 2.5350, 0.3544], [4.4222, 1.1222, -0.5838], [4.2327, 2.3923, 2.9216], [3.5006, 0.3033, 4.5671], [3.1518, -0.9707, 0.6004], [1.6914, -2.1733, 3.0056], [3.1345, -2.2007, 4.0471], [3.3520, -2.6533, 2.3920], [5.5552, -2.6649, -2.0857], [5.9602, -4.1116, -2.8270], [5.3785, -4.3511, -4.1145], [6.1043, -5.2486, -1.9719], [7.4381, -3.6972, -3.1967], [4.0521, -2.5592, -2.4960], [3.1194, -3.6031, -2.1491], [3.7499, -1.8395, -3.6986], [3.6943, -1.3876, -1.3593], [-2.3517, 1.7578, -4.1008], [-3.9607, 2.4338, -4.3880], [-4.0776, 3.0954, -5.6261], [-4.6090, 2.9482, -3.2233], [-4.7275, 1.0688, -4.5250], [-1.9389, 3.0446, -3.1762], [-2.2527, 2.9659, -1.7888], [-1.8489, 4.2877, -3.8479], [-0.3529, 2.7015, -3.1659], [2.8310, -5.2868, 0.7193], [2.6974, -6.3993, 1.1748], [3.7767, -4.5666, 0.9314], [1.8479, -4.7889, -0.0142], [-1.2018, -4.7103, 1.9525], [-2.1886, -5.2998, 2.3020], [-0.8824, -4.6770, 0.6775], [-0.4963, -4.0377, 2.6869], [0.1457, -3.1504, -4.3294], [-0.1646, -3.8319, -3.2996], [0.9578, -3.5479, -5.0923], [-0.4024, -2.0291, -4.4593], [-3.8731, -2.1017, -3.8309], [-3.4278, -3.2019, -4.0792], [-5.0045, -1.8525, -3.5190], [-3.0010, -1.0967, -3.8246]], "energy_ev": -140994.8744, "lumo_ha": -0.3709, "charge": 3, "largest_force_ha_per_bohr": 0.18611}

Look up the charge of the third one.
0